Entry 1:
This record from OMol25 describes 2 unconnected molecules or ions with the total composition CH6NOP. The level of theory is wB97M-V/def2-TZVPD.

```
10
CH6NOP wB97M-V/def2-TZVPD
C -1.702 0.787 -0.152
N 1.100 -1.332 -0.283
O 1.807 1.202 -0.192
P 0.813 0.228 0.296
H -2.226 1.478 0.546
H -1.438 1.311 -1.136
H -1.934 -0.319 -0.347
H 0.785 -2.034 0.369
H 1.943 -1.470 -0.791
H 0.854 0.150 1.690
```

Entry 2:
This record from OMol25 describes 2 unconnected molecules or ions with the total composition C3H10OS. The level of theory is wB97M-V/def2-TZVPD.

```
15
Properties=species:S:1:pos:R:3
C 0.174 -1.232 0.821
S 0.569 -0.556 2.362
C 0.054 1.195 2.158
H -0.650 -1.963 0.844
H -0.024 -0.467 0.086
H 1.019 -1.789 0.383
H 0.981 1.762 2.057
H -0.558 1.505 2.993
H -0.516 1.346 1.234
C 0.026 0.337 -2.205
O -1.036 -0.559 -2.373
H -0.230 1.226 -2.782
H 0.285 0.615 -1.184
H 0.934 -0.124 -2.648
H -1.026 -1.294 -1.744
```

As for the SMILES: CSC.CO.

Entry 3:
This record from OMol25 describes C6H8OS in the gas phase. The level of theory is wB97M-V/def2-TZVPD.

```
16
Properties=species:S:1:pos:R:3
O -2.456 -1.305 0.973
C -1.117 -0.976 1.175
C -0.236 -0.710 -0.012
C 1.206 -0.700 -0.443
C 1.372 0.706 -1.044
C 0.538 1.741 -0.921
S -0.916 1.891 0.098
C -0.532 0.397 0.980
H -2.811 -0.737 0.296
H -0.733 -1.500 2.054
H -0.898 -0.619 -0.881
H 1.894 -0.838 0.388
H 1.424 -1.453 -1.204
H 2.243 0.852 -1.675
H 0.742 2.677 -1.466
H 0.281 0.571 1.682
```

As for the SMILES: O[C@H]1[C@@H]2CC=CS[C@@H]12.

Number 1: HOMO -8.734 eV, electronic energy -13959.056 eV, gap between HOMO and LUMO 0.3293 Eh. Number 2: HOMO -8.558 eV, electronic energy -16154.781 eV, gap between HOMO and LUMO 0.3454 Eh. Number 3: HOMO -8.398 eV, electronic energy -19232.013 eV, gap between HOMO and LUMO 0.3399 Eh.